This record from the Open Molecules 2025 dataset describes a structure of composition C28H38N4O3P2SSn at a distorted geometry. The level of theory is wB97M-V/def2-TZVPD.

Geometry as ORCA input:
```
! wB97M-V def2-TZVPD RIJCOSX def2/J DEFGRID3
* xyz 2 1
Sn -2.14083 -0.38644 -1.13944
C 0.75423 0.66744 -4.51319
C 1.77187 0.43792 -3.67471
C 2.61371 1.44092 -2.94210
C 1.92989 2.71526 -2.41130
C 0.55035 2.53672 -1.85182
C -0.54832 2.07562 -2.47289
C -0.92497 2.39261 -3.87059
C 0.17933 2.00761 -4.85894
C -3.38430 -0.32039 0.88689
H 0.39243 -0.14334 -5.15266
H 2.25560 -0.54714 -3.68514
H 3.46025 1.75256 -3.58129
H 3.09161 0.92431 -2.09273
H 2.55902 3.10233 -1.59183
H 1.95012 3.51471 -3.16670
H 0.44208 2.98316 -0.85324
H -1.39904 1.65357 -1.88276
H -1.15619 3.46085 -3.97996
H -1.83467 1.84084 -4.11430
H -0.25425 1.93840 -5.86250
H 0.94336 2.79443 -4.88637
H -4.08438 -1.15712 0.86026
H -3.94346 0.60649 1.03489
H -2.75221 -0.45085 1.78165
P -0.69470 0.94176 1.38371
P 1.09182 -2.02971 0.91552
N -1.36731 2.57993 0.91920
N -0.29349 1.39033 2.99515
N 0.24771 -2.32304 -0.58675
N 2.05726 -3.37556 0.89930
C 0.95455 0.80663 0.60537
C 1.86538 -0.42688 0.90965
C -2.58700 2.79479 0.27105
C -2.76907 4.13973 0.05125
C -1.60998 4.80417 0.55145
C -0.75957 3.83640 1.07508
C -1.27614 1.55533 3.99220
C -0.63986 1.87726 5.17784
C 0.77242 1.91702 4.91392
C 0.95732 1.62486 3.57281
C -0.95012 -2.98851 -0.84153
C -1.37626 -2.66295 -2.14485
C -0.32559 -1.87397 -2.72539
C 0.62017 -1.65632 -1.74041
C 2.74318 -3.80187 -0.25728
C 3.41276 -4.96681 0.05440
C 3.19038 -5.25248 1.44908
C 2.36811 -4.26113 1.95917
H 1.51976 1.71241 0.86817
H 0.80593 0.81700 -0.48714
H 2.68940 -0.55599 0.18670
H 2.29046 -0.35576 1.92994
H -3.24528 1.98932 -0.00485
H -3.62792 4.59733 -0.40664
H -1.41453 5.86471 0.53685
H 0.20127 3.90632 1.57382
H -2.32405 1.42235 3.75169
H -1.11467 2.07460 6.13087
H 1.56580 2.14769 5.61097
H 1.85004 1.54251 2.96741
H -1.19573 -3.90047 -0.32019
H -2.19786 -3.10089 -2.68690
H -0.22584 -1.50121 -3.73260
H 1.62925 -1.26815 -1.78699
H 2.66670 -3.22444 -1.16432
H 3.99121 -5.53882 -0.65105
H 3.60660 -6.09375 1.98179
H 1.98083 -4.10552 2.95417
C -2.53215 -3.09051 3.76280
S -1.61777 -3.28399 2.22264
O -1.00018 -4.58746 2.06252
O -2.51400 -2.84236 1.15185
O 0.15418 -1.94926 2.08022
H -2.81614 -4.10361 4.06920
H -3.39438 -2.44552 3.55535
H -1.83415 -2.61595 4.46454
*
```

Summary:
DFT total energy (Ha): -2828.8702
Relative energy (zero: lowest compared OMol25 entry of this formula, charge and spin) (kcal per mole): 53.0
Frontier orbital gap (eV): 4.020

=====

This record from the Open Molecules 2025 dataset describes a structure of composition C28H38N4OP2Sn at a distorted geometry. The level of theory is wB97M-V/def2-TZVPD.

Geometry as ORCA input:
```
! wB97M-V def2-TZVPD RIJCOSX def2/J DEFGRID3
* xyz 2 1
Sn 0.00000 0.00000 0.00000
C 0.46975 -2.15746 -0.29258
C 0.13942 -1.63946 -1.54070
C -1.19676 -1.83390 -2.23824
C -2.20018 -0.68608 -1.96887
C -2.15144 -0.14017 -0.55906
C -1.98510 -0.88280 0.60522
C -1.90099 -2.39894 0.66596
C -0.44855 -2.93332 0.62543
C -0.29939 1.82607 0.94427
H 1.52776 -2.22856 -0.04719
H 0.96228 -1.31245 -2.17209
H -1.62943 -2.79440 -1.94505
H -1.02170 -1.89328 -3.31742
H -1.97571 0.14414 -2.64719
H -3.22047 -1.01917 -2.21351
H -2.51501 0.88013 -0.45111
H -2.20021 -0.38033 1.54536
H -2.48930 -2.83363 -0.14688
H -2.36756 -2.73729 1.59705
H -0.02425 -2.87674 1.63360
H -0.45184 -3.99899 0.34946
H 0.48830 2.02809 1.67724
H -1.27387 1.86738 1.44757
H -0.26569 2.62143 0.18816
P -6.71353 -1.08659 -5.64542
P -4.16462 -2.56427 -6.82982
N -7.69613 -1.46633 -4.25265
N -7.74486 -0.05271 -6.57826
N -4.00909 -4.06274 -5.97351
N -3.15911 -2.81039 -8.23608
C -6.93405 -2.67066 -6.58041
C -5.81831 -2.82949 -7.62148
C -7.11562 -1.58988 -2.99074
C -8.03253 -2.16736 -2.14551
C -9.21788 -2.41000 -2.90547
C -8.98603 -1.98155 -4.19221
C -7.51711 1.32376 -6.62883
C -8.52252 1.90628 -7.35699
C -9.40695 0.86407 -7.77280
C -8.91781 -0.32237 -7.28600
C -3.22879 -4.14633 -4.81874
C -3.20827 -5.45176 -4.39919
C -3.99711 -6.20793 -5.31958
C -4.47436 -5.34439 -6.27366
C -2.99272 -3.94739 -9.01864
C -2.36059 -3.57857 -10.18359
C -2.13910 -2.16791 -10.13122
C -2.63600 -1.72007 -8.93076
H -7.92566 -2.64072 -7.04671
H -6.91277 -3.52264 -5.89491
H -5.81297 -3.83259 -8.06368
H -5.97266 -2.10897 -8.42979
H -6.10280 -1.25118 -2.82905
H -7.88249 -2.37521 -1.09520
H -10.14451 -2.83162 -2.53985
H -9.62083 -1.98059 -5.06428
H -6.65108 1.74154 -6.13646
H -8.61438 2.96030 -7.57868
H -10.30037 0.97515 -8.37195
H -9.29241 -1.32885 -7.39115
H -2.77054 -3.25465 -4.41674
H -2.69495 -5.82754 -3.52525
H -4.19804 -7.26986 -5.27827
H -5.10966 -5.52679 -7.12657
H -3.32558 -4.91122 -8.66737
H -2.06693 -4.24920 -10.97997
H -1.65247 -1.56021 -10.88115
H -2.67514 -0.73372 -8.49204
C 2.28268 1.03727 2.32591
O 1.33490 0.60659 1.36018
H 1.79653 1.14611 3.31882
H 2.74164 1.99876 2.01131
H 3.08428 0.27518 2.40855
*
```

Summary:
DFT total energy (Ha): -2280.1279
Frontier orbital gap (spin up / spin down) (eV): 5.855 / 2.724

=====

This record from the Open Molecules 2025 dataset describes a structure of composition C28H38N4P2Sn at a distorted geometry. The level of theory is wB97M-V/def2-TZVPD.

Geometry as ORCA input:
```
! wB97M-V def2-TZVPD RIJCOSX def2/J DEFGRID3
* xyz 0 1
Sn -0.27625 1.60978 2.28371
C -1.92801 1.79391 -4.02288
C -2.02505 0.48834 -3.71400
C -1.23123 -0.62140 -4.34249
C 0.23590 -0.29560 -4.61183
C 0.91991 0.56553 -3.55019
C 0.95785 1.89335 -3.62331
C 0.37593 2.69527 -4.78134
C -1.08008 2.34349 -5.13674
C 1.21067 0.85043 4.05219
H -2.52943 2.59524 -3.57693
H -2.81776 0.11039 -3.05524
H -1.66865 -0.97061 -5.29492
H -1.35023 -1.45460 -3.63960
H 0.78102 -1.23140 -4.76214
H 0.29291 0.26235 -5.54914
H 1.49149 0.00349 -2.79857
H 1.52896 2.52642 -2.92387
H 0.91623 2.57006 -5.73909
H 0.48003 3.75115 -4.50974
H -1.57802 3.23267 -5.54829
H -1.07687 1.56966 -5.90475
H 0.79030 1.30470 4.95637
H 2.25421 1.16091 3.91133
H 1.11055 -0.23777 4.15258
P 1.72973 -0.39350 1.58964
P -1.43361 -0.88638 1.61008
N 2.82743 0.84861 1.00602
N 2.92709 -1.66563 2.02162
N -2.47241 0.31112 0.74056
N -2.72919 -1.96481 1.92926
C 1.00472 -1.03259 0.06126
C -0.40981 -1.68646 0.31822
C 2.88363 2.18443 1.40475
C 3.82371 2.85819 0.64770
C 4.43592 1.88937 -0.21737
C 3.79899 0.67731 0.01785
C 3.81696 -1.56773 3.11117
C 4.45782 -2.79759 3.28981
C 3.95049 -3.68676 2.28590
C 3.01752 -2.97911 1.53930
C -2.58804 1.65608 1.24986
C -2.76546 2.50024 0.14037
C -2.74055 1.72871 -1.00442
C -2.53258 0.40105 -0.63689
C -3.87304 -2.20397 1.14709
C -4.76281 -2.96116 1.88611
C -4.15518 -3.20301 3.17381
C -2.92349 -2.58161 3.17434
H 1.68911 -1.80030 -0.35601
H 0.90998 -0.21342 -0.68898
H -0.99237 -1.72209 -0.62450
H -0.27692 -2.73165 0.68312
H 2.28894 2.54029 2.23607
H 4.08031 3.90595 0.71903
H 5.26370 2.06771 -0.89705
H 3.97227 -0.31292 -0.39435
H 3.92809 -0.64241 3.64087
H 5.22208 -3.03624 4.02678
H 4.27174 -4.71588 2.11088
H 2.43190 -3.28856 0.69479
H -3.04662 1.78683 2.23722
H -2.92359 3.57550 0.13167
H -2.90026 2.05651 -2.01668
H -2.44132 -0.49798 -1.23454
H -3.95598 -1.75701 0.16694
H -5.73880 -3.30242 1.56678
H -4.59209 -3.75820 3.99072
H -2.17023 -2.46518 3.93599
C -1.39764 0.66573 4.08340
H -2.47363 0.52406 3.88545
H -1.26254 1.43085 4.86362
H -0.95837 -0.26968 4.48165
*
```

Summary:
DFT total energy (Ha): -2205.5041
Frontier orbital gap (eV): 5.668